[1]
A 6-piece molecular cluster, C29H35N8OPS overall. Source: the Open Molecules 2025 dataset; level of theory: ωB97M-V with the def2-TZVPD basis set.

Geometry as XYZ:
```
75
Properties=species:S:1:pos:R:3:forces:R:3
N -0.384 -1.971 -5.744 2.8 -0.4 0.1
P 0.895 -1.498 -4.820 -2.9 -1.7 -1.6
C 0.589 -2.003 -2.999 -0.5 -1.4 5.5
C 0.490 -0.803 -1.845 -0.8 -3.4 3.1
C 0.183 -1.177 -0.249 0.6 -0.9 -3.2
C 0.010 -2.727 0.255 -0.4 -2.7 -0.3
N -0.278 -3.327 1.624 1.0 -0.1 -4.7
S -0.349 -5.101 1.517 0.9 4.5 -4.6
N -0.093 -5.314 -0.228 0.5 5.3 0.1
C 0.104 -3.934 -0.850 -0.3 0.5 1.8
C 0.387 -3.544 -2.452 0.6 1.6 -0.4
C 0.411 -4.828 -3.490 -3.0 0.1 0.9
C -1.306 -5.308 -3.449 -1.2 1.9 -3.4
C -2.330 -4.349 -4.472 1.7 -4.7 0.0
O -1.873 -5.899 -4.780 0.3 2.2 4.7
H -0.017 -2.643 -6.483 -0.7 1.0 1.2
H 2.138 -2.108 -5.261 -0.5 0.8 0.7
H 0.978 -0.044 -5.014 0.5 -1.1 1.2
H 0.630 0.346 -2.128 -0.4 -2.8 0.7
H 0.085 -0.304 0.539 0.2 -2.0 -1.9
H 1.010 -5.754 -3.098 -0.9 2.1 -0.7
H 0.611 -4.544 -4.608 -0.3 -0.5 2.4
H -1.775 -5.688 -2.349 1.3 1.0 -3.4
H -3.435 -4.249 -4.098 2.3 -0.3 -1.0
H -1.957 -4.082 -5.550 -0.8 1.0 3.0
N 0.856 1.482 3.275 0.0 0.0 -0.1
C 0.606 2.323 4.328 0.0 0.1 0.1
C 0.621 3.615 3.853 -0.1 -0.2 0.4
C 0.885 3.551 2.464 0.0 -0.2 -0.3
C 1.023 2.222 2.133 0.0 0.0 0.0
H 0.909 0.473 3.332 -0.1 0.3 0.0
H 0.439 1.931 5.322 -0.1 0.1 -0.1
H 0.459 4.508 4.444 0.0 -0.2 -0.1
H 0.965 4.385 1.779 0.1 -0.1 0.1
H 1.225 1.740 1.186 0.0 0.1 0.2
N -1.610 5.422 0.297 0.0 0.1 0.0
C -0.877 4.939 -0.755 0.0 0.0 -0.1
C -1.360 5.513 -1.910 0.3 -0.3 0.1
C -2.418 6.377 -1.540 -0.2 0.2 0.3
C -2.549 6.303 -0.171 0.0 0.0 0.0
H -1.479 5.168 1.268 0.0 0.0 -0.3
H -0.077 4.229 -0.593 -0.1 0.1 -0.1
H -0.989 5.330 -2.910 -0.1 0.0 0.2
H -3.020 6.987 -2.201 0.1 -0.1 0.1
H -3.230 6.800 0.507 0.1 -0.1 -0.1
N 3.210 0.234 5.308 0.0 -0.1 0.1
C 3.726 -0.607 4.356 0.0 0.0 0.0
C 4.789 -1.281 4.914 -0.2 0.0 -0.4
C 4.916 -0.835 6.252 -0.1 0.2 0.3
C 3.926 0.098 6.469 0.1 0.0 0.0
H 2.424 0.856 5.175 0.4 -0.1 0.0
H 3.294 -0.653 3.365 0.1 0.0 0.1
H 5.406 -2.015 4.413 -0.1 0.1 0.1
H 5.649 -1.159 6.978 -0.1 0.1 -0.1
H 3.672 0.676 7.347 0.1 -0.1 -0.1
N -6.122 7.684 0.749 0.0 0.0 0.0
C -6.436 6.350 0.786 0.0 -0.1 0.0
C -7.324 6.150 1.819 0.2 -0.2 -0.3
C -7.559 7.409 2.423 0.1 0.4 0.0
C -6.806 8.338 1.740 0.0 0.1 0.1
H -5.486 8.117 0.092 -0.3 -0.2 0.2
H -6.001 5.659 0.077 -0.1 0.1 0.1
H -7.758 5.201 2.106 0.1 0.2 -0.1
H -8.207 7.615 3.264 0.1 0.0 -0.2
H -6.697 9.406 1.875 0.0 -0.2 0.0
N 3.170 -7.393 -2.265 0.0 0.0 0.0
C 3.661 -6.325 -1.560 0.0 0.1 0.1
C 4.967 -6.124 -1.948 -0.3 0.2 0.2
C 5.272 -7.102 -2.925 -0.1 -0.3 -0.2
C 4.143 -7.870 -3.103 0.1 -0.1 -0.1
H 2.234 -7.770 -2.180 0.4 0.1 0.0
H 3.041 -5.802 -0.844 0.1 -0.1 -0.1
H 5.628 -5.356 -1.569 -0.1 -0.1 0.0
H 6.213 -7.231 -3.443 -0.2 0.0 0.1
H 3.951 -8.714 -3.753 0.1 0.1 0.1
```
Positions in Å, forces in eV/Å.

Results
- structure (SMILES) = N=[PH2]c1ccc2nsnc2c1C[C@H]1CO1.c1cc[nH]c1.c1cc[nH]c1.c1cc[nH]c1.c1cc[nH]c1.c1cc[nH]c1
- HOMO (eV) = -8.291
- orbital gap (eV) = 6.07
- max |F| (hartree/bohr) = 0.127
- calculated total energy (a.u.) = -2378.2550



[2]
One molecule with the formula C2H5NOS2. Source: the Open Molecules 2025 dataset; level of theory: ωB97M-V with the def2-TZVPD basis set.

Geometry as XYZ:
```
11
Properties=species:S:1:pos:R:3:forces:R:3
C -0.797 0.869 -0.071 -0.3 -1.9 1.0
C 0.292 0.152 0.764 -1.0 1.6 -0.3
H 1.085 1.647 -1.018 -1.1 0.1 -1.1
H -1.587 0.094 -0.208 0.4 0.6 -0.3
H -1.251 1.648 0.505 0.1 0.7 0.2
H 1.388 -1.374 0.485 1.0 -0.8 0.8
H -0.640 -2.373 -0.481 -1.6 -1.6 0.8
N 0.420 -1.161 0.472 0.9 -0.7 -0.1
O -0.018 -1.737 -0.726 0.8 2.2 -1.0
S -0.135 1.393 -1.671 1.5 0.2 1.2
S 1.243 0.843 1.949 -0.8 -0.4 -1.1
```
Positions in Å, forces in eV/Å.

Results
- structure (SMILES) = ONC(=S)CS
- HOMO (eV) = -8.896
- orbital gap (eV) = 8.97
- max |F| (hartree/bohr) = 0.050
- calculated total energy (a.u.) = -1005.4916
- energy relative to the best compared isomer or geometry (same formula, charge and spin) (eV) = 2.2369



[3]
One molecule with the formula CH2N2O2. Source: the Open Molecules 2025 dataset; level of theory: ωB97M-V with the def2-TZVPD basis set.

Geometry as XYZ:
```
7
Properties=species:S:1:pos:R:3:forces:R:3
C -0.522 0.581 0.164 0.4 6.5 5.8
N 0.369 0.572 -0.852 -0.8 -0.8 3.6
N -0.444 -0.721 -0.182 -1.6 2.8 -2.1
O -0.873 1.775 1.395 1.4 -6.1 -5.9
O 0.348 -1.594 0.261 3.2 -3.3 2.7
H 0.060 0.746 -1.743 -0.9 0.4 -2.9
H 1.061 -1.359 0.957 -1.7 0.6 -1.2
```
Positions in Å, forces in eV/Å.

Results
- structure (SMILES) = O=C1NN1O
- HOMO (spin up / spin down) (eV) = -9.996 / -9.994
- orbital gap (spin up / spin down) (eV) = 8.96 / 8.96
- max |F| (hartree/bohr) = 0.169
- calculated total energy (a.u.) = -298.9654
- energy relative to the best compared isomer or geometry (same formula, charge and spin) (eV) = 10.1064



[4]
C19H47Li2N2O7 as an isolated structure. Source: the Open Molecules 2025 dataset; level of theory: ωB97M-V with the def2-TZVPD basis set.

Geometry as XYZ:
```
77
Properties=species:S:1:pos:R:3:forces:R:3
Li 0.345 -0.296 -0.874 -0.1 -0.2 -0.2
Li -1.528 1.683 -1.373 1.0 -1.3 0.4
C -2.720 -0.928 -1.673 -0.4 0.3 -0.1
O -1.557 -0.232 -1.921 0.5 1.4 0.9
H -3.577 -0.280 -1.361 0.1 -0.1 -0.1
H -3.068 -1.455 -2.575 -0.1 -0.2 0.1
H -2.655 -1.668 -0.850 0.2 -0.1 -0.3
C 0.752 2.365 0.928 -0.9 0.9 1.1
O 0.300 1.606 -0.112 -0.8 -0.5 -1.4
H 0.021 3.155 1.247 0.1 -0.1 -0.3
H 0.867 1.816 1.883 0.4 -0.2 -0.3
H 1.671 2.964 0.759 0.1 -0.4 -0.1
C -2.065 -3.322 5.659 1.7 1.1 -1.1
C -3.163 -2.968 4.670 -0.6 -1.1 1.1
N -3.309 -3.885 3.476 -0.2 0.8 -0.7
C -3.227 -5.297 3.890 0.2 -0.3 -0.2
C -4.641 -3.628 2.793 0.0 -0.9 -0.6
C -5.876 -3.692 3.657 0.4 0.6 1.4
C -2.217 -3.698 2.437 1.2 0.5 0.9
C -2.022 -2.343 1.788 0.0 0.1 -0.5
O -1.675 -1.367 2.742 -0.7 0.3 0.4
C -1.899 -0.038 2.236 0.4 -0.5 0.4
H -1.963 -4.354 5.963 -0.5 0.0 0.3
H -2.100 -2.627 6.496 -0.5 -0.3 0.2
H -1.091 -3.039 5.224 -0.2 -0.3 -0.1
H -3.067 -1.961 4.304 0.0 0.2 -0.1
H -4.097 -3.125 5.212 -0.1 0.4 -0.2
H -2.242 -5.479 4.303 0.0 0.0 0.2
H -3.291 -5.918 2.999 -0.4 0.0 0.1
H -4.014 -5.510 4.603 0.0 -0.2 0.1
H -4.684 -4.439 2.059 -0.1 0.2 -0.1
H -4.576 -2.703 2.231 0.1 0.2 0.2
H -6.772 -3.724 3.048 0.0 -0.2 -0.1
H -5.936 -2.833 4.332 -0.2 0.2 -0.5
H -5.848 -4.503 4.389 -0.2 -0.4 -0.5
H -2.319 -4.479 1.689 -0.1 0.0 0.0
H -1.301 -3.860 3.015 0.0 -0.3 -0.2
H -2.881 -2.069 1.161 0.0 0.2 0.3
H -1.177 -2.430 1.089 -0.1 -0.4 -0.1
H -2.970 0.147 2.107 0.1 -0.1 -0.3
H -1.307 0.055 1.331 -0.2 0.4 -0.4
H -1.531 0.674 2.973 0.1 -0.2 0.1
C 2.024 2.908 -5.574 -0.3 -0.3 -0.1
C 2.141 3.412 -4.142 -0.3 0.3 -0.8
N 2.931 2.536 -3.221 0.4 0.3 0.2
C 2.421 1.145 -3.288 0.2 -0.4 -0.6
C 4.395 2.588 -3.607 -0.4 -0.3 0.0
C 5.314 1.767 -2.728 0.3 -0.2 -0.4
C 2.738 2.962 -1.798 -0.1 0.0 0.8
C 3.400 4.240 -1.351 0.0 0.7 -0.5
O 2.954 5.340 -2.127 -0.4 -0.1 0.0
C 3.141 6.565 -1.442 0.6 0.1 -0.3
H 2.992 2.625 -5.978 0.0 -0.1 -0.1
H 1.635 3.697 -6.217 0.1 0.2 0.2
H 1.319 2.085 -5.688 0.2 -0.1 0.1
H 1.156 3.515 -3.694 0.0 0.1 0.1
H 2.610 4.386 -4.202 0.1 0.1 0.5
H 1.380 1.156 -2.989 0.0 -0.2 0.3
H 3.059 0.520 -2.684 -0.5 -0.1 0.4
H 2.493 0.749 -4.299 0.0 0.2 -0.1
H 4.691 3.633 -3.585 -0.1 0.1 -0.1
H 4.389 2.227 -4.629 0.3 0.0 -0.1
H 5.062 0.710 -2.670 -0.3 0.1 0.2
H 5.405 2.201 -1.738 0.1 -0.1 0.1
H 6.293 1.747 -3.212 0.0 0.3 0.2
H 3.104 2.163 -1.150 0.1 -0.1 -0.2
H 1.667 2.986 -1.587 0.0 0.0 -0.2
H 4.494 4.225 -1.422 0.0 -0.3 0.2
H 3.110 4.412 -0.310 0.1 -0.3 0.1
H 4.205 6.692 -1.202 -0.1 0.0 0.2
H 2.534 6.605 -0.536 0.0 0.0 0.0
H 2.881 7.374 -2.119 -0.2 0.0 0.0
O 2.105 -3.523 -1.816 -0.2 0.4 0.2
C 1.635 -2.302 -1.408 -0.3 0.8 0.2
O 1.753 -1.332 -2.188 0.1 -0.3 0.0
O 1.101 -2.217 -0.266 -0.2 -0.3 0.0
H 1.878 -4.113 -1.088 0.1 -0.1 0.0
```
Positions in Å, forces in eV/Å.

Results
- HOMO (eV) = -9.712
- orbital gap (eV) = 7.71
- max |F| (hartree/bohr) = 0.045
- net charge = +1
- calculated total energy (a.u.) = -1403.1855



no.,molar mass (g/mol)
1,574.70
2,123.20
3,74.04
4,429.47